Run one
24
Properties=species:S:1:pos:R:3 method="wB97M-V/def2-TZVPD" charge=+1 homo_lumo_gap_ev=8.640 homo_ha=-0.449
C 1.45716 -2.37517 0.41603
C 0.88266 1.52988 2.63279
C 0.79945 1.35726 1.33789
C -0.84693 -1.40529 -0.91821
C -0.01911 0.45350 -1.59776
C 0.12772 -0.40281 -0.31448
C 1.52509 -1.00616 -0.05426
N 1.38687 -3.49595 0.65107
N -1.19888 -0.16445 1.61805
N -0.21731 0.47749 0.81015
N -1.36393 -0.21874 -1.79661
H 1.62446 2.10597 3.08926
H 0.13338 0.99058 3.30355
H 1.42607 1.94671 0.64162
H -0.38320 -2.15237 -1.47192
H -1.73272 -1.74492 -0.37072
H 0.02850 1.56002 -1.56991
H 0.61703 -0.04006 -2.32923
H 2.06023 -0.39087 0.75286
H 2.07460 -0.96508 -0.93117
H -1.53802 0.58010 2.23454
H -0.82897 -0.88416 2.20287
H -1.82877 -0.56294 -2.73210
H -2.01337 0.34422 -1.26864

Run two
24
Properties=species:S:1:pos:R:3 method="wB97M-V/def2-TZVPD" charge=+1 homo_lumo_gap_ev=8.855 homo_ha=-0.475
C -1.39805 1.08402 2.09847
C -0.59883 0.48181 1.12137
C 1.56602 0.86760 0.39043
C 1.00710 -0.44410 -0.33274
C -0.52109 -0.26910 -0.18630
C -1.08749 -1.70775 0.14681
C -1.20864 0.50844 -1.35502
N -0.56865 1.87715 2.85068
N 0.64356 1.75836 2.46083
N 0.59574 0.96407 1.40571
N 1.55486 -0.79734 -1.70708
H -2.53022 0.96381 2.24674
H 2.57041 0.78768 0.72377
H 1.61276 1.84348 -0.13895
H 1.05702 -1.27909 0.36152
H -0.85324 -2.41722 -0.68388
H -2.15579 -1.76020 0.38958
H -0.53271 -2.01042 1.09894
H -1.45085 -0.25574 -2.16008
H -0.45955 1.19236 -1.80746
H -1.95885 1.22625 -0.88872
H 1.06444 -1.61243 -1.92982
H 2.58249 -0.86382 -1.70733
H 1.06956 -0.13784 -2.39746

Run three
24
Properties=species:S:1:pos:R:3 method="wB97M-V/def2-TZVPD" charge=+1 homo_lumo_gap_ev=8.128 homo_ha=-0.472
C 1.72803 -0.38068 1.11511
C -0.23880 -0.38125 0.22121
C 0.06632 0.91344 0.85139
C -1.65460 -0.83923 0.66309
C -1.73613 -0.86082 -1.71466
C -0.25134 -0.62603 -1.54311
C 1.92232 1.84610 2.07002
N 0.92668 -1.13423 0.51207
N 1.24295 0.85758 1.34393
N 0.42736 0.37599 -2.21142
N -2.23768 -1.55760 -0.53538
H 2.67254 -0.83022 1.57993
H -1.65009 -1.52853 1.45342
H -2.19489 0.13328 0.76989
H -2.31295 0.06617 -1.92801
H -1.93291 -1.28666 -2.68273
H 0.20447 -1.54208 -1.70438
H 2.74465 1.36180 2.53941
H 2.32162 2.61737 1.29718
H 1.25961 2.42145 2.68128
H 1.21128 -0.05065 -2.68120
H -0.08531 1.21688 -2.45840
H -1.80158 -2.49214 -0.60095
H -0.63155 1.70007 0.96234

Q: Which of them is the most stable? A: run three.

Run one
14
Properties=species:S:1:pos:R:3 method="wB97M-V/def2-TZVPD" homo_lumo_gap_ev="9.735 / 6.096" homo_ha="-0.368 / -0.265"
C 0.75031 -0.72647 1.30772
C -0.57892 -0.73700 -0.93821
C -0.49213 -0.20450 0.48696
N -0.88296 1.16355 0.70226
O 0.64228 2.65523 -3.08978
P 0.98260 2.49496 -1.69436
H 1.66588 -1.14931 0.86394
H 1.14400 0.20050 1.78706
H 0.39379 -1.52372 1.96648
H -0.23552 -1.77653 -0.93566
H 0.08134 -0.26814 -1.70814
H -1.52226 -0.49519 -1.28723
H -1.27410 -0.90380 0.90069
H -0.67432 1.27043 1.63827

Run two
14
Properties=species:S:1:pos:R:3 method="wB97M-V/def2-TZVPD" homo_lumo_gap_ev=9.297 homo_ha=-0.310
C -1.28970 -0.36580 0.19646
C -0.13562 -1.34079 -0.03775
C 1.17032 -0.55441 0.02084
N -1.44272 0.91537 0.31469
O -1.52715 3.36383 0.12637
P -0.37580 2.19041 0.04577
H -2.13378 -0.95070 0.31638
H -0.10234 -1.96369 -0.89973
H -0.30992 -2.14270 0.66749
H 1.35850 0.20329 -0.72403
H 1.98910 -1.28967 0.07641
H 1.12868 0.14650 0.83648
H -2.19852 3.09281 0.70409
H -0.35172 2.21109 -1.30948

Q: Which of them is the most stable? A: run two.

Run one
86
Properties=species:S:1:pos:R:3 method="wB97M-V/def2-TZVPD" homo_lumo_gap_ev=7.641 homo_ha=-0.304
C -1.83647 3.68031 1.62043
O -1.56947 2.37431 1.21343
N -1.37447 4.76431 1.07143
N -2.38247 3.86231 2.75543
H -0.99947 4.61731 0.08243
H -1.58247 5.78631 1.28643
H -2.80747 3.04331 3.25943
H -2.51947 4.79931 3.11443
C -1.43147 -1.88669 -3.97957
O -2.04147 -1.48869 -5.24157
N -2.14147 -2.29569 -2.98357
N -0.20147 -1.73369 -3.72457
H -2.99947 -2.79569 -3.34557
H -1.66047 -2.90369 -2.25057
H 0.36053 -1.26669 -4.49057
H 0.32353 -1.97269 -2.82357
C 4.11853 -2.04669 -0.28857
O 4.37653 -1.59169 0.93843
N 3.61653 -1.32669 -1.26557
N 4.07053 -3.30669 -0.71657
H 3.32453 -0.40269 -1.01557
H 3.92653 -1.53669 -2.27457
H 4.10953 -4.01369 0.05243
H 3.60653 -3.58569 -1.62157
C -3.74447 -1.23369 0.19043
O -4.63647 -0.53769 0.89743
N -3.13947 -0.76469 -0.86457
N -3.40847 -2.48569 0.47143
H -3.29847 0.19231 -0.88457
H -2.72147 -1.31369 -1.66357
H -3.67947 -3.06169 1.24943
H -2.59147 -2.96969 -0.01757
C 3.01953 2.54231 -0.39957
O 2.84353 1.39831 -0.99357
N 4.13453 2.95931 0.13143
N 1.99253 3.32931 -0.20957
H 5.09353 2.66031 -0.10057
H 4.17153 3.83131 0.63243
H 1.17353 3.06431 -0.65257
H 2.20753 4.33831 0.09543
C 2.69953 1.64631 3.03843
O 2.59553 1.14431 4.34543
N 3.76253 1.44431 2.34543
N 1.66753 2.12631 2.37743
H 4.56953 0.84731 2.68543
H 3.96153 2.00831 1.51443
H 0.71153 2.04131 2.76843
H 1.61153 2.48131 1.38443
C 0.34153 -3.78169 -1.24457
O -0.96747 -3.65669 -0.76457
N 1.03753 -2.67069 -1.23857
N 0.82653 -4.88969 -1.57057
H 0.47853 -1.96469 -0.73957
H 2.02853 -2.48069 -1.26057
H 0.23453 -5.71769 -1.65057
H 1.78253 -4.89269 -2.11557
C -0.36547 1.68531 -3.61657
O 0.74753 2.13231 -2.87857
H -1.21847 2.21231 -3.20257
H -0.37047 0.63631 -3.43957
H -0.15247 1.79531 -4.69257
H 1.49153 1.53131 -3.00157
C -4.74047 2.21531 -0.07957
O -3.52147 2.14231 -0.78357
H -4.60447 2.13131 0.97243
H -5.47647 1.52331 -0.32157
H -5.16047 3.26331 -0.18357
H -2.79547 2.10331 -0.20557
C -2.11147 -1.04069 3.06643
O -1.96147 -0.70869 4.41643
H -3.00647 -1.51469 2.82743
H -1.39347 -1.81769 2.82743
H -1.88847 -0.17569 2.42943
H -1.08547 -0.49169 4.62243
C -0.09847 0.26331 -0.39657
O -0.73547 -0.81969 0.23343
H 0.36453 -0.05469 -1.31557
H 0.61853 0.70731 0.27343
H -0.83247 0.95131 -0.66857
H -1.66347 -0.73269 0.04043
C 1.58253 -1.82069 2.43743
O 0.96253 -2.30769 3.61643
H 1.56253 -2.40569 1.64643
H 2.56553 -1.59769 2.62943
H 1.01953 -0.99769 2.06643
H 1.22353 -3.21569 3.55143

Run two
86
Properties=species:S:1:pos:R:3 method="wB97M-V/def2-TZVPD" homo_lumo_gap_ev=7.398 homo_ha=-0.299
C -1.93100 -4.08800 4.97100
O -3.22800 -4.03900 4.59300
N -0.87000 -4.32000 4.25400
N -1.58900 -3.99900 6.20000
H -1.07700 -4.45300 3.21800
H 0.08100 -4.44900 4.57800
H -2.36700 -3.80500 6.77200
H -0.61700 -3.86000 6.57700
C -0.26800 -7.03900 6.40900
O 0.83000 -6.35400 6.01200
N -0.27000 -8.26400 6.73600
N -1.47000 -6.60600 6.60200
H 0.57600 -8.76000 6.48300
H -1.03300 -8.82200 7.18500
H -1.63700 -5.63100 6.30000
H -2.23200 -7.19600 6.52400
C -0.56400 -5.42200 9.48300
O -0.03300 -4.65700 8.56700
N -1.43800 -6.37500 9.26700
N -0.27200 -5.28000 10.83200
H -1.38900 -6.64900 8.21500
H -1.63200 -7.02800 10.01300
H 0.41400 -4.60500 11.20300
H -0.50400 -6.16400 11.39300
C 1.08400 -3.09600 12.72100
O 0.02400 -2.50100 13.39300
N 1.22700 -2.96600 11.38800
N 1.97900 -3.87000 13.23500
H 1.95100 -3.51400 10.85100
H 0.44600 -2.39700 10.98600
H 1.74200 -4.29800 14.08500
H 2.70000 -4.37500 12.68000
C -0.15200 -0.63200 3.74300
O -0.24800 0.70700 3.44200
N -0.82900 -1.63600 3.14600
N 0.55500 -1.08000 4.78200
H -1.11500 -1.42300 2.11100
H -0.82900 -2.60900 3.42500
H 0.78300 -0.24100 5.30700
H 0.65500 -1.94700 5.14500
C 3.41700 -5.32100 10.45600
O 2.67700 -4.50000 9.67600
N 4.06300 -4.83800 11.47800
N 3.52500 -6.60400 10.27500
H 4.65300 -5.44100 12.02100
H 4.13400 -3.78000 11.53400
H 2.92400 -6.95200 9.51800
H 4.00500 -7.23400 10.93000
C -1.72600 -1.93300 10.48700
O -2.41800 -0.76400 10.55700
N -1.95300 -2.99200 11.18700
N -0.75500 -2.08800 9.66100
H -2.85400 -2.83400 11.71000
H -1.53000 -3.89000 10.87800
H -0.40000 -1.23600 9.10900
H -0.33100 -3.00500 9.42200
C 1.63400 -0.12900 9.30200
O 0.31400 0.42500 9.14200
H 2.16300 0.58700 9.81900
H 2.12500 -0.44600 8.37800
H 1.73300 -0.87900 10.09400
H 0.08600 0.86200 9.95000
C 1.59900 -2.66500 7.11900
O 1.11300 -3.57700 6.18300
H 2.40500 -2.11200 6.67900
H 2.06900 -3.10400 7.96200
H 0.87000 -1.99000 7.42600
H 1.15100 -4.49000 6.49400
C 4.86500 -1.17400 7.86600
O 4.38800 -2.27800 8.66500
H 4.46700 -1.19800 6.86900
H 5.96200 -1.25500 7.54200
H 4.77300 -0.15500 8.24500
H 4.60400 -3.08600 8.20800
C 2.43600 -3.68000 3.47300
O 3.52700 -4.22400 2.84000
H 1.77100 -4.47000 3.79300
H 1.94600 -3.01900 2.76900
H 2.75100 -2.93400 4.24600
H 4.19100 -3.49200 2.64300
C 3.82800 -5.75900 6.54000
O 4.59300 -4.61900 6.91400
H 3.08400 -5.95400 7.24300
H 4.56000 -6.58200 6.56600
H 3.41100 -5.73600 5.51400
H 5.46500 -4.60500 6.52200

Q: Which of them is the most stable? A: run two.

Run one
20
Properties=species:S:1:pos:R:3 method="wB97M-V/def2-TZVPD" homo_lumo_gap_ev="8.328 / 8.329" homo_ha="-0.278 / -0.278"
C 1.99452 1.47872 -0.63209
C -1.78590 -0.35161 -0.25696
C 1.50132 0.32225 -0.18519
C -2.66053 0.15567 -1.28087
C 1.91643 -1.12017 -0.22471
C -0.08371 -0.27171 1.96758
O -0.90452 1.86618 0.72353
S -0.51020 0.48927 0.41187
H 1.48017 2.38094 -0.39761
H 2.93659 1.37683 -1.17040
H -1.36670 -1.36861 -0.54041
H -2.20007 0.49383 -2.17243
H -3.14386 0.95813 -0.85037
H -3.37165 -0.65748 -1.46374
H 2.58699 -1.37285 0.59576
H 1.01968 -1.59551 0.00082
H 2.39454 -1.52154 -1.11065
H 0.31448 -1.28316 1.63928
H 0.82166 0.42393 2.26634
H -0.93924 -0.40311 2.68025

Run two
20
Properties=species:S:1:pos:R:3 method="wB97M-V/def2-TZVPD" homo_lumo_gap_ev=9.080 homo_ha=-0.302
C -1.40754 0.42865 2.01810
C -0.19395 2.35058 1.24248
C 0.38237 0.54770 -0.75015
C 0.62855 -0.69809 -1.12201
C 1.63504 -1.59124 -0.50978
C -0.13381 -1.29010 -2.24202
H -1.84607 -0.04615 2.88280
H -0.70632 -0.27699 1.57386
H -2.30157 0.47940 1.37707
H 0.25976 3.24733 1.71148
H -0.92489 2.64885 0.47974
H -0.50518 1.07958 -1.10288
H 1.73312 -1.43506 0.57625
H 2.65627 -1.44960 -0.93340
H 1.38735 -2.65402 -0.58325
H 0.51611 -1.78896 -2.95889
H -0.76973 -2.11453 -1.89484
H -0.85788 -0.55421 -2.62847
O -0.79026 1.69063 2.33163
S 1.23862 1.42624 0.53228

Q: Which of them is the most stable? A: run two.

Run one
7
Properties=species:S:1:pos:R:3 method="wB97M-V/def2-TZVPD" homo_lumo_gap_ev=10.177 homo_ha=-0.365
C -0.43207 -0.17022 0.38343
F 2.16436 -0.74050 0.54424
P 0.23808 1.43838 -0.20804
P 1.01450 -0.58882 -0.71491
Cl -2.07098 -0.71417 -0.15247
H -0.51454 -0.44835 1.54602
H -0.39936 1.22367 -1.39827

Run two
7
Properties=species:S:1:pos:R:3 method="wB97M-V/def2-TZVPD" homo_lumo_gap_ev="7.955 / 8.495" homo_ha="-0.316 / -0.357"
C 0.61716 0.24543 -0.12534
F -1.81814 0.58323 1.04316
P -0.19094 -1.15410 -0.79853
P -1.11142 0.77036 -0.33444
Cl 2.19403 0.75892 0.11580
H 0.42844 -0.49884 2.17756
H -0.11913 -0.70500 -2.07820

Q: Which of them is the most stable? A: run one.

Run one
22
Properties=species:S:1:pos:R:3 method="wB97M-V/def2-TZVPD" homo_lumo_gap_ev=8.734 homo_ha=-0.282
C 2.03110 -1.42379 -0.24131
C -1.81443 -1.40978 0.30222
C -2.60819 0.88834 -0.37103
C 2.92160 1.09855 -0.15350
C 0.12244 0.61529 -0.40555
C -1.54063 0.09073 0.36947
P 1.52491 -0.01513 0.50455
H 1.33024 -2.28826 -0.03475
H 3.12284 -1.71036 0.20372
H -2.69194 -1.53646 0.85732
H -1.16206 -2.24660 0.79212
H -2.00175 -1.72325 -0.73924
H -2.91173 1.71421 0.30911
H -2.46700 1.10603 -1.43152
H -3.47035 0.26967 -0.42294
H 3.77824 0.54237 -0.37176
H 2.31765 1.40402 -1.08203
H 3.23689 1.85356 0.51496
H 0.11803 1.61261 -0.45789
H 0.22285 0.18953 -1.34510
H -1.45122 0.46060 1.37953
H 1.39252 0.50814 1.82363

Run two
22
Properties=species:S:1:pos:R:3 method="wB97M-V/def2-TZVPD" homo_lumo_gap_ev=9.822 homo_ha=-0.320
C -1.49121 1.00326 -0.69493
C -2.18063 -0.80169 0.97355
C 2.95036 -0.55974 -0.89980
C -0.14031 0.15931 -0.94702
C 1.89103 0.49122 1.39597
C -2.63928 0.12577 -0.25694
P 1.42644 -0.97448 0.10707
H -1.17047 1.63602 0.12789
H -2.31995 -0.38130 1.96260
H -1.15072 -1.00581 0.95080
H -2.69000 -1.78692 1.06518
H 3.70915 -0.10225 -0.26509
H 3.31929 -1.48477 -1.21079
H 2.63098 0.05178 -1.69263
H -1.70944 1.48180 -1.56573
H 0.53749 0.90599 -1.48131
H -0.39946 -0.69955 -1.63304
H 1.01574 0.71189 1.98052
H 2.54830 0.01959 2.03914
H 2.30826 1.29863 0.98776
H -3.53588 0.53517 0.10308
H -2.90970 -0.62392 -1.04627

Q: Which of them is the most stable? A: run two.